DFT (wB97M-V/def2-TZVPD) results for a cluster of 3 separate species, C3H12O3 in total in a non-equilibrium geometry.

The geometry in XYZ format:
```
18
Properties=species:S:1:pos:R:3:nbo_charge:R:1
O 6.7110 23.7678 24.7111 -0.748
O 4.0050 24.5031 24.9401 -0.763
O 2.9672 22.2450 26.4003 -0.741
C 2.4863 22.2344 27.7391 -0.251
C 7.2332 23.4264 25.9561 -0.239
C 2.8263 24.8500 24.2340 -0.241
H 3.0933 25.5619 23.4555 0.188
H 2.2849 21.2225 28.0953 0.173
H 2.3523 23.9664 23.7971 0.159
H 2.2940 21.8513 25.8357 0.476
H 2.0912 25.3466 24.8781 0.161
H 3.2727 22.6507 28.3676 0.190
H 8.3151 23.3094 25.8904 0.175
H 1.6036 22.8648 27.8703 0.169
H 7.0820 24.2119 26.7160 0.149
H 3.7924 23.7422 25.5092 0.500
H 5.7524 23.9462 24.7358 0.496
H 6.7998 22.5120 26.3839 0.148
```

Values from the calculation:
relative energy (zero: lowest compared OMol25 entry of this formula, charge and spin): 112.5 kJ/mol
SMILES string: CO.CO.CO